# C34H48BBrN7O

8 unconnected molecules or ions with the total composition C34H48BBrN7O (ωB97M-V with the def2-TZVPD basis set, the Open Molecules 2025 dataset).

For the HOMO energy, the calculation gives -5.0206 eV. The charge is -1. As for the total energy: -119231.419 eV. The calculation puts the molar mass at 661.52 g mol⁻¹. The LUMO energy is 2.12 eV. Its HOMO-LUMO gap is 7.14 eV.

```
92
Properties=species:S:1:pos:R:3:lowdin_charge:R:1
C 0.05262 -1.51656 2.17304 -0.106
C 0.21905 -1.78498 0.60826 -0.414
C 1.38836 -0.94433 -0.09509 -0.123
C 0.39282 -3.33081 0.19091 -0.222
B 0.98122 -4.32190 1.36268 -0.610
C 2.44500 -3.88383 1.97608 -0.178
C 2.58843 -3.95186 3.56127 -0.707
O 3.74064 -3.75924 4.03918 -0.111
Br 1.13113 -4.25866 4.86339 0.610
H 1.06872 -1.50561 2.71437 0.071
H -0.63370 -2.24418 2.71237 0.069
H -0.40181 -0.46721 2.32931 0.068
H -0.77026 -1.42677 0.11089 0.094
H 2.42854 -1.39409 0.01228 0.066
H 1.40512 0.15814 0.23024 0.061
H 1.16898 -0.93021 -1.22778 0.074
H -0.65809 -3.72778 -0.08656 0.082
H 0.98611 -3.35948 -0.79706 0.080
H 0.12063 -4.48315 2.16822 0.005
H 1.14383 -5.40124 0.83880 0.030
H 3.31982 -4.45684 1.49690 0.108
H 2.60036 -2.77612 1.69350 0.082
N -4.16934 0.60902 2.15495 -0.013
C -4.08975 -0.61871 1.54980 -0.129
C -3.36805 -0.47303 0.39204 -0.126
C -2.99248 0.89119 0.29639 -0.119
C -3.49803 1.53368 1.39869 -0.128
H -4.64447 0.80232 3.02061 0.126
H -4.55360 -1.48645 1.99415 0.108
H -3.13392 -1.26050 -0.30874 0.099
H -2.41509 1.35087 -0.49198 0.102
H -3.43962 2.56549 1.70951 0.106
N -4.22442 0.18222 -3.93310 0.013
C -4.69316 0.77016 -2.78950 -0.123
C -5.56312 1.76892 -3.15280 -0.108
C -5.62568 1.77996 -4.56878 -0.119
C -4.79135 0.78808 -5.02245 -0.146
H -3.56561 -0.57829 -3.96765 0.149
H -4.36726 0.42923 -1.81960 0.077
H -6.09619 2.41855 -2.47479 0.089
H -6.21616 2.43992 -5.18713 0.085
H -4.55219 0.46276 -6.02230 0.076
N 7.82036 -1.54223 3.70281 -0.005
C 6.50832 -1.84548 3.95352 -0.126
C 5.74056 -0.79178 3.52322 -0.099
C 6.62101 0.18185 2.98749 -0.117
C 7.89751 -0.30983 3.10922 -0.165
H 8.60500 -2.13313 3.92004 0.140
H 6.23498 -2.78147 4.41611 0.103
H 4.66455 -0.72940 3.58580 0.095
H 6.35058 1.13610 2.55955 0.086
H 8.85110 0.10934 2.82684 0.079
N -7.02776 -0.39278 3.36656 0.008
C -8.31162 0.07357 3.27446 -0.138
C -9.10525 -0.71037 4.07529 -0.119
C -8.26786 -1.68242 4.67744 -0.116
C -6.99114 -1.46009 4.22374 -0.138
H -6.23301 -0.00961 2.87982 0.090
H -8.54904 0.91942 2.64767 0.105
H -10.17011 -0.59631 4.21348 0.087
H -8.56621 -2.45819 5.36674 0.089
H -6.06258 -1.96847 4.43516 0.108
N 3.22395 2.62486 -1.01540 0.007
C 2.75617 3.20957 0.13025 -0.146
C 1.88461 4.20830 -0.22871 -0.120
C 1.81968 4.22286 -1.64399 -0.124
C 2.65423 3.23302 -2.10161 -0.148
H 3.88331 1.86497 -1.05322 0.146
H 3.08396 2.86639 1.09948 0.107
H 1.35186 4.85555 0.45189 0.086
H 1.22743 4.88360 -2.25957 0.085
H 2.89206 2.91060 -3.10371 0.102
N 10.36628 2.64719 2.49267 -0.001
C 10.80566 3.60231 1.61501 -0.148
C 10.12363 4.76456 1.87824 -0.120
C 9.24418 4.50247 2.95855 -0.113
C 9.41799 3.18892 3.31842 -0.144
H 10.69055 1.69522 2.52603 0.134
H 11.56216 3.37245 0.88043 0.102
H 10.24478 5.70003 1.35265 0.088
H 8.56039 5.19809 3.42161 0.090
H 8.94934 2.59404 4.08763 0.105
N -4.63383 -0.30013 -8.63905 -0.006
C -5.90416 0.03527 -9.02436 -0.143
C -6.43725 -1.03346 -9.70173 -0.117
C -5.45417 -2.05400 -9.72092 -0.117
C -4.35338 -1.57426 -9.05532 -0.141
H -4.00435 0.29662 -8.12859 0.130
H -6.31715 1.00319 -8.78511 0.106
H -7.42562 -1.07671 -10.13432 0.088
H -5.54266 -3.03143 -10.17120 0.089
H -3.39709 -2.02749 -8.84352 0.105
```